Entry from the OMol25 dataset: 7 unconnected molecules or ions with the total composition C33H76ClNO7 (ωB97M-V/def2-TZVPD).

Computed properties:
F_max (eV Å⁻¹): 0.55
LUMO energy (hartree): 0.02351
Orbital gap (eV): 9.916
M (g mol⁻¹): 634.424
Net charge: 0
HOMO energy (eV): -9.3

Last column: Mulliken charge in e.
Element x y z (Å)
C (-3.9499, -1.0541, 0.2897)  -1.219
C (-3.8009, -2.3910, -0.4413)  -1.146
C (-2.5131, -3.1461, -0.1596)  -0.062
C (-2.3567, -3.6401, 1.2713)  0.413
O (-3.1969, -3.6491, 2.1457)  -0.692
N (-1.0314, -3.9982, 1.4359)  -0.062
C (-0.2282, -3.4398, 0.3320)  -0.682
C (-1.1661, -2.4251, -0.3239)  0.594
C (-0.7829, -2.0406, -1.7551)  -1.537
C (-0.5379, -0.5502, -1.9433)  0.375
C (0.5128, 0.0481, -1.0211)  -1.204
Cl (0.0071, -0.2724, -3.6481)  -0.245
H (-4.5819, -0.3710, -0.2785)  0.361
H (-4.4152, -1.1917, 1.2646)  0.299
H (-2.9903, -0.5574, 0.4406)  0.237
H (-3.8931, -2.2449, -1.5198)  0.424
H (-4.6254, -3.0452, -0.1522)  0.528
H (-2.4476, -4.0238, -0.8173)  0.249
H (-0.7024, -3.8913, 2.3841)  0.304
H (0.0043, -4.2365, -0.3808)  0.066
H (0.7043, -3.0093, 0.6997)  0.103
H (-1.1608, -1.5407, 0.3184)  0.417
H (0.1208, -2.5716, -2.0661)  0.579
H (-1.5731, -2.3507, -2.4407)  0.496
H (-1.4720, 0.0062, -1.8842)  0.427
H (1.5088, -0.2567, -1.3448)  0.290
H (0.3720, -0.2872, 0.0067)  0.290
H (0.4791, 1.1359, -1.0291)  0.343
C (4.3977, 1.6957, -2.3451)  -0.548
C (3.0681, 2.4290, -2.3104)  -0.208
O (2.6702, 2.8527, -1.0140)  -0.367
C (3.5677, 3.7267, -0.3493)  -0.288
C (3.8699, 4.9997, -1.1181)  -0.829
H (4.3909, 0.8581, -1.6449)  -0.030
H (4.5697, 1.3051, -3.3495)  0.402
H (5.2366, 2.3491, -2.1013)  0.136
H (2.2692, 1.7618, -2.6323)  0.201
H (3.0869, 3.2744, -3.0071)  0.320
H (4.5042, 3.2055, -0.1142)  0.260
H (3.0809, 3.9567, 0.5992)  0.382
H (4.4185, 4.7804, -2.0354)  -0.064
H (4.4945, 5.6590, -0.5131)  0.411
H (2.9501, 5.5278, -1.3736)  0.296
C (-8.0180, 3.5564, -1.1552)  -1.025
C (-7.7698, 2.0621, -1.0372)  -0.392
O (-6.5989, 1.7256, -0.3158)  -0.338
C (-6.5560, 2.1589, 1.0349)  -0.176
C (-7.6583, 1.5878, 1.9071)  -1.128
H (-7.1452, 4.0567, -1.5772)  0.287
H (-8.8710, 3.7357, -1.8113)  0.388
H (-8.2430, 4.0130, -0.1906)  0.248
H (-7.6159, 1.6325, -2.0276)  0.333
H (-8.6471, 1.5674, -0.6043)  0.318
H (-6.5535, 3.2539, 1.0885)  0.293
H (-5.5883, 1.8194, 1.4052)  0.219
H (-8.6462, 1.9506, 1.6183)  0.352
H (-7.4806, 1.8789, 2.9432)  0.351
H (-7.6640, 0.4982, 1.8458)  0.284
C (0.2080, -8.4247, -2.6445)  -1.129
C (0.6077, -7.2799, -1.7304)  -0.390
O (-0.4587, -6.4067, -1.3990)  -0.311
C (-1.5470, -6.9976, -0.7051)  -0.098
C (-1.1795, -7.6023, 0.6370)  -1.259
H (-0.2751, -8.0442, -3.5454)  0.295
H (1.0964, -8.9855, -2.9386)  0.399
H (-0.4743, -9.1216, -2.1565)  0.273
H (1.3396, -6.6437, -2.2292)  0.327
H (1.0829, -7.6686, -0.8223)  0.349
H (-2.0557, -7.7354, -1.3359)  0.375
H (-2.2460, -6.1760, -0.5489)  0.122
H (-0.5453, -8.4859, 0.5522)  0.376
H (-2.0905, -7.8997, 1.1581)  0.413
H (-0.6633, -6.8581, 1.2450)  0.268
C (-3.5911, 4.2587, 4.2694)  -1.052
C (-4.9124, 3.8158, 4.8738)  -0.331
O (-5.2988, 2.5009, 4.5144)  -0.388
C (-4.4103, 1.4629, 4.8956)  -0.198
C (-4.1979, 1.3501, 6.3949)  -1.227
H (-3.6082, 4.1400, 3.1850)  0.267
H (-3.4167, 5.3107, 4.4998)  0.395
H (-2.7471, 3.6914, 4.6636)  0.276
H (-5.7198, 4.4491, 4.5048)  0.345
H (-4.8881, 3.9279, 5.9640)  0.293
H (-3.4479, 1.5714, 4.3825)  0.315
H (-4.8737, 0.5521, 4.5155)  0.313
H (-3.6744, 2.2155, 6.8038)  0.282
H (-3.5952, 0.4673, 6.6123)  0.401
H (-5.1542, 1.2514, 6.9101)  0.313
C (4.1737, 0.0267, 1.3367)  -1.039
C (2.9680, -0.6658, 1.9465)  -0.057
O (2.9881, -2.0798, 1.8238)  -0.377
C (4.0753, -2.7436, 2.4463)  -0.295
C (4.1437, -2.5418, 3.9499)  -1.118
H (4.3001, -0.2746, 0.2958)  0.308
H (4.0280, 1.1076, 1.3670)  0.272
H (5.0956, -0.1987, 1.8747)  0.354
H (2.0639, -0.3580, 1.4200)  -0.044
H (2.8472, -0.3699, 2.9948)  0.339
H (5.0230, -2.4503, 1.9807)  0.277
H (3.9192, -3.7983, 2.2183)  0.370
H (4.3655, -1.5080, 4.2172)  0.291
H (4.9348, -3.1661, 4.3674)  0.404
H (3.1990, -2.8225, 4.4176)  0.291
C (7.2409, 2.9836, -5.5372)  -1.105
C (6.4420, 4.1767, -5.0429)  -0.352
O (6.5762, 4.4250, -3.6533)  -0.367
C (7.8868, 4.7135, -3.1966)  -0.332
C (8.5003, 5.9550, -3.8201)  -1.149
H (6.9959, 2.0929, -4.9566)  0.279
H (7.0015, 2.7910, -6.5838)  0.408
H (8.3165, 3.1515, -5.4716)  0.290
H (5.3763, 3.9953, -5.1865)  0.319
H (6.6968, 5.0717, -5.6218)  0.339
H (8.5458, 3.8501, -3.3432)  0.329
H (7.7767, 4.8536, -2.1207)  0.341
H (8.6888, 5.8299, -4.8870)  0.270
H (9.4561, 6.1711, -3.3409)  0.400
H (7.8430, 6.8149, -3.6855)  0.304